1.
The following is a quantum chemistry calculation of a 2-piece molecular cluster, C2H3F3N2O overall at a distorted geometry, from the Open Molecules 2025 dataset.

XYZ file:
```
11
Properties=species:S:1:pos:R:3:mulliken_charge:R:1
C 0.4241 -0.9472 -0.2105 0.334
C 1.3539 -0.2565 -1.2132 0.869
N -0.2160 -1.7617 0.2972 -0.607
N -1.3840 0.6440 1.1450 -0.331
O -0.1535 1.0092 0.6766 -0.609
F 2.5371 -0.0718 -0.5976 -0.235
F 0.9239 0.8504 -1.7341 -0.182
F 1.6264 -1.1085 -2.2599 -0.245
H -1.4522 -0.4407 1.0541 0.339
H -2.1155 1.1005 0.5406 0.322
H -1.5442 0.9823 2.3019 0.345
```

Computed properties:
Energy relative to the best compared isomer or geometry (same formula, charge and spin) (kJ/mol): 348.58
Frontier orbital gap (eV): 9.83
Charge: 0
Maximum force (eV/A): 4.32
E_HOMO (eV): -9.6

2.
The following is a quantum chemistry calculation of a 2-piece molecular cluster, C2H3F3NO overall at a distorted geometry, from the Open Molecules 2025 dataset.

XYZ file:
```
10
Properties=species:S:1:pos:R:3:mulliken_charge:R:1
C -1.1694 1.1504 -0.3028 -0.640
C 0.9780 -1.1720 -0.0735 0.567
N -0.5932 0.7989 0.7897 -0.232
O -0.7120 1.5149 1.9155 -0.707
F 2.0642 -1.7854 0.4618 -0.275
F 0.1987 -2.1481 -0.5116 -0.260
F 1.3980 -0.6210 -1.2447 -0.257
H -1.6984 2.0935 -0.3805 0.381
H -0.9397 0.6181 -1.2402 0.173
H 0.4738 -0.4492 0.5864 0.250
```

Computed properties:
Energy relative to the best compared isomer or geometry (same formula, charge and spin) (kJ/mol): 32.03
Frontier orbital gap (eV): 6.98
Charge: -1
Maximum force (eV/A): 2.11
E_HOMO (eV): -2.8

3.
The following is a quantum chemistry calculation of a 2-piece molecular cluster, C2H3F3O2 overall at a distorted geometry, from the Open Molecules 2025 dataset.

XYZ file:
```
10
Properties=species:S:1:pos:R:3:mulliken_charge:R:1
C 1.2062 -0.5418 0.1107 -0.113
C 0.3582 0.7155 0.3077 0.576
O -2.0309 -0.5279 -0.8824 -0.240
O -1.6318 -0.3832 0.3676 -0.378
F 2.3916 -0.2423 -0.5666 -0.263
F 0.3831 1.3381 1.4923 -0.215
F 0.0928 1.4854 -0.6702 -0.198
H 1.4638 -0.8727 1.2173 0.233
H 0.4356 -1.1874 -0.3920 0.264
H -2.6687 0.2163 -0.9844 0.333
```

Computed properties:
Energy relative to the best compared isomer or geometry (same formula, charge and spin) (kJ/mol): 571.58
Frontier orbital gap (alpha / beta) (eV): 8.15 / 10.20
Charge: 0
Maximum force (eV/A): 3.38
E_HOMO (alpha / beta) (eV): -8.6 / -10.0

4.
The following is a quantum chemistry calculation of a 2-piece molecular cluster, C2H3F4O overall at a distorted geometry, from the Open Molecules 2025 dataset.

XYZ file:
```
10
Properties=species:S:1:pos:R:3:mulliken_charge:R:1
F 3.2354 -0.1479 -0.3555 -0.247
C 1.8908 0.0435 -0.3774 0.848
F 1.5531 0.5744 0.7807 -0.201
F 1.6277 0.8565 -1.3804 -0.198
F 1.3317 -1.1377 -0.5514 -0.202
C -1.9218 -0.0634 0.4261 -0.446
O -1.1087 0.5153 -0.4950 -0.288
H -1.7540 0.3017 1.4536 0.235
H -2.9569 0.2248 0.1293 0.259
H -1.8974 -1.1672 0.3699 0.240
```

Computed properties:
Energy relative to the best compared isomer or geometry (same formula, charge and spin) (kJ/mol): 0.00
Expectation value of S²: 0.75
Multiplicity: 2
Frontier orbital gap (alpha / beta) (eV): 11.98 / 8.88
Charge: 0
Maximum force (eV/A): 1.90
E_HOMO (alpha / beta) (eV): -11.0 / -10.4

5.
The following is a quantum chemistry calculation of an isolated ion of composition C2H3FN and charge +1 at a distorted geometry, from the Open Molecules 2025 dataset.

XYZ file:
```
7
Properties=species:S:1:pos:R:3:mulliken_charge:R:1
C 0.4214 -0.0442 0.0324 0.062
C 1.6044 0.1460 -0.0086 0.167
N -0.9556 0.0070 -0.0098 -0.336
F 2.9951 0.0068 -0.0052 -0.130
H -1.4583 -0.0857 0.9670 0.435
H -1.1886 -0.8438 -0.5572 0.423
H -1.4185 0.8139 -0.4187 0.380
```

Computed properties:
Energy relative to the best compared isomer or geometry (same formula, charge and spin) (kJ/mol): 175.47
Frontier orbital gap (eV): 11.81
Charge: +1
Maximum force (eV/A): 5.56
E_HOMO (eV): -16.6

6.
The following is a quantum chemistry calculation of an isolated molecule of C2H3FN2O at a distorted geometry, from the Open Molecules 2025 dataset.

XYZ file:
```
9
Properties=species:S:1:pos:R:3:mulliken_charge:R:1
C -0.9728 0.4779 0.2052 -0.077
C 0.8665 -0.6011 0.5433 -0.085
N -0.2583 0.0308 1.1352 -0.359
N -0.6026 0.0508 -1.0887 0.113
O 0.5310 -0.7148 -0.8714 -0.234
F -0.2753 1.2766 -1.9172 -0.265
H -1.8429 1.0730 0.4847 0.376
H 1.6613 0.0288 0.7039 0.277
H 0.8932 -1.6221 0.8050 0.253
```

Computed properties:
Energy relative to the best compared isomer or geometry (same formula, charge and spin) (kJ/mol): 310.83
Frontier orbital gap (eV): 10.51
Charge: 0
Maximum force (eV/A): 3.01
E_HOMO (eV): -10.3

7.
The following is a quantum chemistry calculation of an isolated molecule of C2H3FN2O2S at a distorted geometry, from the Open Molecules 2025 dataset.

XYZ file:
```
11
Properties=species:S:1:pos:R:3:mulliken_charge:R:1
C -1.3127 0.9976 -0.5485 0.130
C -1.0406 -0.1784 0.1991 -0.270
N -1.5182 1.9538 -1.1508 -0.377
N 0.4919 -0.4149 0.0655 0.139
O 0.4917 -1.7841 -0.4454 -0.494
O 2.6963 0.4125 -0.6673 -0.378
F 1.5807 1.5576 1.4732 -0.371
S 1.5285 0.9029 -0.1767 0.656
H -1.2478 0.0283 1.2916 0.220
H -1.6099 -0.9952 -0.1913 0.373
H -0.0600 -2.4800 0.1505 0.371
```

Computed properties:
Energy relative to the best compared isomer or geometry (same formula, charge and spin) (kJ/mol): 31.49
Frontier orbital gap (eV): 9.95
Charge: 0
Maximum force (eV/A): 6.92
E_HOMO (eV): -10.3

8.
The following is a quantum chemistry calculation of a 2-piece molecular cluster, C2H3FN2O4 overall at a distorted geometry, from the Open Molecules 2025 dataset.

XYZ file:
```
12
Properties=species:S:1:pos:R:3:mulliken_charge:R:1
C -1.2449 0.5325 -0.1052 -1.187
C 0.0448 -0.1615 -0.0364 0.661
N 0.5684 -0.5497 1.2998 0.894
N 1.1269 0.2716 -0.9774 1.033
O 0.5550 0.3926 2.0562 -0.528
O 0.7665 0.9230 -1.9139 -0.542
O 0.9490 -1.6539 1.5031 -0.450
O 2.2387 -0.0562 -0.6780 -0.534
F -0.3052 -1.8385 -0.7996 -0.440
H -1.4761 0.7764 -1.1425 0.370
H -2.0320 -0.0916 0.3142 0.345
H -1.1910 1.4554 0.4797 0.379
```

Computed properties:
Energy relative to the best compared isomer or geometry (same formula, charge and spin) (kJ/mol): 158.10
Frontier orbital gap (eV): 10.16
Charge: 0
Maximum force (eV/A): 5.18
E_HOMO (eV): -12.4

9.
The following is a quantum chemistry calculation of an isolated ion of composition C2H3FNO3PS and charge -2 at a distorted geometry, from the Open Molecules 2025 dataset.

XYZ file:
```
12
Properties=species:S:1:pos:R:3:mulliken_charge:R:1
C 1.3648 -0.0647 -0.0135 0.511
C 0.0903 -0.8147 0.1564 -0.292
N 1.3623 1.2381 0.0727 -0.858
O -1.5656 -0.0725 -1.7683 -0.769
O -2.6699 -0.7797 0.4114 -0.747
O -1.4855 1.4568 0.3553 -0.645
F -0.0180 -1.1609 1.4891 -0.297
P -1.6007 -0.0837 -0.3001 0.821
S 2.7129 -1.0148 -0.3186 -0.614
H -0.1004 -1.7639 -0.3641 0.185
H -0.4384 1.5147 0.4356 0.471
H 2.3481 1.5454 -0.1559 0.235
```

Computed properties:
Energy relative to the best compared isomer or geometry (same formula, charge and spin) (kJ/mol): 67.19
Frontier orbital gap (eV): 6.18
Charge: -2
Maximum force (eV/A): 3.27
E_HOMO (eV): -0.4

10.
The following is a quantum chemistry calculation of an isolated molecule of C2H3FNP at a distorted geometry, from the Open Molecules 2025 dataset.

XYZ file:
```
8
Properties=species:S:1:pos:R:3:mulliken_charge:R:1
C -0.2982 -0.7025 0.0924 0.117
C -1.1660 0.6589 0.1832 -0.143
N 0.9711 -0.5577 -0.0674 -0.598
F -2.9542 -1.0779 -0.0989 -0.267
P -2.8216 0.5361 0.0175 0.102
H -0.7606 -1.7652 0.0660 0.330
H -0.4609 1.5638 0.3063 0.220
H 1.4106 0.3653 -0.3256 0.239
```

Computed properties:
Energy relative to the best compared isomer or geometry (same formula, charge and spin) (kJ/mol): 7.83
Frontier orbital gap (eV): 9.15
Charge: 0
Maximum force (eV/A): 2.56
E_HOMO (eV): -9.5

11.
The following is a quantum chemistry calculation of an isolated molecule of C2H3FO2 at a distorted geometry, from the Open Molecules 2025 dataset.

XYZ file:
```
8
Properties=species:S:1:pos:R:3:mulliken_charge:R:1
C 1.6579 -0.1225 -0.0391 0.910
C 0.1338 0.0175 -0.0227 -1.031
O 2.4846 0.6884 0.7426 -0.283
O 2.4521 0.7612 -0.6710 -0.303
F 2.0852 -1.4460 -0.0928 -0.254
H -0.1631 0.9263 0.4047 0.350
H -0.2492 -0.6511 0.7024 0.325
H -0.3604 -0.2024 -0.9607 0.286
```

Computed properties:
Energy relative to the best compared isomer or geometry (same formula, charge and spin) (kJ/mol): 196.96
Expectation value of S²: 2.01
Multiplicity: 3
Frontier orbital gap (alpha / beta) (eV): 7.33 / 11.01
Charge: 0
Maximum force (eV/A): 16.90
E_HOMO (alpha / beta) (eV): -6.4 / -12.7

12.
The following is a quantum chemistry calculation of a 2-piece molecular cluster, C2H3FO2P overall at a distorted geometry, from the Open Molecules 2025 dataset.

XYZ file:
```
9
Properties=species:S:1:pos:R:3:mulliken_charge:R:1
C 1.3581 0.0949 -0.3092 -0.730
C 0.3479 -0.0307 0.5562 0.059
O -2.2035 0.8139 1.1640 -0.629
O -1.3913 1.0890 -1.2866 -0.618
F -1.0913 -2.4003 -0.2909 -0.879
P -1.2374 0.5597 0.0787 0.910
H 2.3734 -0.0283 -0.1264 0.263
H 1.2139 0.2561 -1.2940 0.278
H 0.6303 -0.3543 1.5082 0.346
```

Computed properties:
Energy relative to the best compared isomer or geometry (same formula, charge and spin) (kJ/mol): 266.07
Frontier orbital gap (alpha / beta) (eV): 8.19 / 8.19
Charge: -1
Maximum force (eV/A): 3.44
E_HOMO (alpha / beta) (eV): -4.4 / -4.4